[1]
Entry from the OMol25 dataset: a structure of composition C21H21IrN4O5P at a distorted geometry (wB97M-V/def2-TZVPD).

```
53
Properties=species:S:1:pos:R:3:forces:R:3:mulliken_charge:R:1
Ir -0.25820 -0.27950 -0.02300 3.65 1.73 -0.60 1.40
O 5.90170 0.42340 0.02880 0.72 0.11 0.09 -0.47
C 4.60070 0.36190 0.07520 -1.25 -0.12 -0.45 0.29
C 3.83180 0.35030 1.25910 0.06 0.03 0.25 -0.37
C 2.47040 0.21730 1.15810 0.98 0.16 0.64 -0.12
N 1.81990 0.08330 0.01030 -1.50 -0.46 0.84 0.71
C 2.52570 0.17120 -1.11630 -0.36 -0.01 -1.60 -0.24
C 3.88700 0.31200 -1.14650 0.60 0.11 0.81 -0.53
C 1.66100 0.09310 -2.48790 3.67 0.66 2.07 0.31
O 2.29800 0.31750 -3.47450 -0.48 -0.10 -0.64 -0.59
O 0.47920 -0.19330 -2.25690 -4.45 -0.94 1.50 -0.74
C 1.55320 0.26920 2.49260 -1.53 -0.62 -2.98 0.40
O 2.18570 0.45140 3.49170 1.31 0.37 1.68 -0.28
O 0.35300 0.11130 2.23530 -1.14 -0.40 -0.59 -0.63
H 6.35010 0.47420 0.88950 -0.20 -0.02 -0.14 0.35
H 4.26850 0.44350 2.24410 0.16 0.03 -0.06 0.62
H 4.41720 0.37150 -2.08580 -0.11 0.00 -0.15 0.67
C -5.60970 -2.62030 -0.02430 0.61 0.20 -0.01 -0.53
C -5.85840 -1.24450 -0.01440 -0.31 -0.32 0.01 -0.72
C -4.82830 -0.34200 -0.00420 0.87 0.06 0.09 -0.36
C -3.48170 -0.80690 0.00760 -2.30 -1.25 0.09 0.35
C -3.24960 -2.19620 0.00740 0.45 0.93 0.02 0.81
C -4.28990 -3.08770 -0.00950 -0.61 -0.10 -0.05 -0.62
N -2.43930 0.05570 0.03150 2.59 3.02 -0.25 0.58
N -2.72060 1.32390 0.06170 -3.17 -4.44 0.06 -0.32
C -1.81600 2.25530 0.01250 3.36 2.57 -0.09 0.18
C -2.20370 3.62560 0.03590 -0.19 -1.78 0.04 -0.67
C -1.24380 4.59690 -0.03350 1.10 0.17 -0.06 -0.35
C 0.09930 4.20690 -0.10640 -0.74 -0.07 0.07 -0.94
C 0.41250 2.85320 -0.09310 0.75 0.23 -0.11 0.03
N -0.48870 1.88490 -0.05400 -1.57 -0.37 0.01 -0.12
H -6.42740 -3.32280 -0.04850 -0.10 -0.05 0.02 0.43
H -6.87990 -0.88950 -0.00880 0.01 0.02 -0.04 0.40
H -5.00360 0.72270 0.01170 -0.13 -0.04 -0.04 0.48
H -2.22310 -2.51550 0.02370 -0.04 -0.08 -0.02 -0.44
H -4.09750 -4.15070 -0.01960 0.02 -0.04 0.01 0.41
H -3.25570 3.84780 0.11350 -0.10 0.01 -0.03 0.53
H -1.50820 5.64510 -0.02400 -0.03 0.00 -0.02 0.44
H 0.88870 4.93850 -0.17060 0.09 0.00 0.03 0.47
H 1.45390 2.55910 -0.11790 -0.03 -0.04 -0.10 0.50
C -0.54890 -4.10760 -0.18690 0.04 0.26 0.07 -1.58
P 0.49360 -2.63350 0.12440 -0.09 -0.11 -0.36 1.09
C 1.26090 -3.03570 1.73420 -0.25 0.34 -0.08 -1.38
C 1.85680 -2.97540 -1.04710 -0.20 0.26 0.11 -1.37
H 0.11740 -4.96710 -0.27250 0.05 0.07 0.05 0.56
H -1.09740 -4.01220 -1.12100 -0.05 0.04 -0.05 0.42
H -1.23620 -4.29220 0.63500 -0.08 0.03 0.03 0.44
H 1.55870 -4.08460 1.72040 0.01 0.03 -0.03 0.49
H 0.57210 -2.87130 2.56000 -0.11 -0.04 0.02 0.38
H 2.14510 -2.42390 1.90460 0.10 -0.02 -0.05 0.35
H 2.18380 -4.00290 -0.89030 -0.04 -0.02 0.04 0.57
H 2.70860 -2.31930 -0.89170 0.03 0.01 0.04 0.30
H 1.51580 -2.86690 -2.07370 -0.07 0.02 -0.09 0.41
```
Forces are in eV/Å.

Output
energy relative to the best compared isomer or geometry (same formula, charge and spin): 65.89 kcal per mole
charge: +2
spin multiplicity: 2
HOMO energy (spin up / spin down): -14.465 / -14.466 eV
HOMO-LUMO gap (spin up / spin down): 0.2317 / 0.1270 Eh

[2]
Entry from the OMol25 dataset: a structure of composition C46H39ClF3NO7STc at a distorted geometry (wB97M-V/def2-TZVPD).

```
99
Properties=species:S:1:pos:R:3:forces:R:3:mulliken_charge:R:1
Tc 0.11773 0.91586 0.54309 0.22 0.92 -1.15 0.12
O 1.43175 0.57904 1.78090 -0.43 -0.36 0.43 0.18
C 1.91378 -0.59783 2.40545 0.16 0.26 -0.15 1.63
C 0.71081 -1.34687 2.96646 -0.20 -0.07 0.01 -2.26
C -0.35982 -1.77122 2.00231 0.09 -0.01 0.07 1.07
C -0.71118 -3.10923 1.91682 -0.02 0.04 -0.01 -0.69
C -1.82898 -3.47868 1.19599 0.07 -0.04 0.03 -1.23
C -2.62342 -2.48059 0.67213 -0.06 0.10 -0.01 -1.01
C -2.23177 -1.15671 0.79424 0.06 -0.05 -0.01 0.29
C -3.20534 -0.07024 0.43986 -0.23 0.05 0.28 -2.91
C -2.87086 0.76300 -0.78169 0.14 0.11 -0.37 2.01
O -1.65913 1.38111 -0.31141 -0.37 0.18 0.25 1.95
C -3.85830 1.89588 -1.03296 -0.25 -0.02 0.03 -0.26
C -4.89930 2.20775 -0.16167 0.07 -0.03 -0.07 -0.36
C -5.76237 3.26324 -0.43000 0.09 -0.02 -0.04 -1.14
C -5.58329 4.03108 -1.56842 0.01 -0.02 -0.01 -0.48
C -4.54572 3.72944 -2.44021 -0.01 0.06 0.02 -1.06
C -3.69523 2.67061 -2.17614 0.10 -0.05 -0.14 -0.03
C -2.66524 -0.09889 -2.01921 -0.09 0.01 -0.12 0.18
C -1.57510 0.04700 -2.87249 -0.13 -0.03 0.11 0.07
C -1.45949 -0.76920 -3.99084 -0.01 0.01 0.04 -0.84
C -2.42199 -1.72447 -4.27376 0.03 -0.02 -0.01 -0.74
C -3.52204 -1.85876 -3.43808 0.01 0.04 0.02 -0.90
C -3.64336 -1.04442 -2.32381 0.01 0.01 -0.02 -0.41
N -1.05801 -0.81394 1.36285 -0.06 -0.06 -0.04 0.41
C 2.72958 -0.13949 3.61142 0.11 0.06 0.03 -0.01
C 2.34293 1.01067 4.29291 -0.05 0.05 0.00 -0.58
C 3.01619 1.40757 5.43654 0.04 0.00 0.01 -0.86
C 4.08555 0.66082 5.91446 -0.03 -0.01 -0.06 -0.55
C 4.47455 -0.48285 5.23509 0.02 0.05 0.03 -0.98
C 3.80285 -0.87743 4.08558 0.07 -0.12 0.06 -0.24
C 2.75903 -1.37381 1.41622 0.10 -0.16 0.03 -0.48
C 3.56221 -0.66632 0.52669 -0.02 0.03 0.00 0.05
C 4.36383 -1.33673 -0.37844 0.00 -0.04 -0.04 -0.99
C 4.37923 -2.72626 -0.41014 -0.03 0.03 0.03 -0.58
C 3.59576 -3.43672 0.48329 -0.01 0.01 -0.02 -1.16
C 2.79407 -2.76000 1.39567 0.02 -0.02 -0.09 0.34
H 0.24218 -0.65780 3.67536 0.00 -0.03 0.00 0.71
H 1.03089 -2.21274 3.54524 0.07 0.00 -0.04 0.46
H -0.11228 -3.84198 2.43639 0.02 -0.04 0.01 0.42
H -2.10558 -4.51923 1.09624 -0.01 -0.03 -0.01 0.46
H -3.56056 -2.70609 0.18370 0.01 0.00 -0.01 0.46
H -3.24287 0.61340 1.29339 -0.05 -0.05 -0.03 0.69
H -4.19227 -0.51712 0.33239 0.03 0.03 -0.02 0.93
H -5.06396 1.63816 0.73941 0.01 -0.11 0.09 0.42
H -6.57162 3.47983 0.25372 -0.02 0.01 0.03 0.43
H -6.24988 4.85624 -1.77977 -0.02 0.02 -0.01 0.43
H -4.39680 4.32182 -3.33248 0.00 0.02 -0.03 0.43
H -2.88779 2.44026 -2.85945 -0.05 0.03 0.02 0.38
H -0.82064 0.78647 -2.65479 0.07 0.05 -0.02 0.68
H -0.59825 -0.65618 -4.63548 0.02 0.00 -0.03 0.44
H -2.31835 -2.36229 -5.14206 0.00 0.00 -0.01 0.42
H -4.28617 -2.59248 -3.65616 -0.03 -0.02 -0.01 0.47
H -4.52042 -1.13926 -1.69337 -0.02 -0.01 -0.03 0.46
H 1.51945 1.60125 3.90968 0.01 -0.01 -0.01 0.53
H 2.70854 2.30714 5.95371 0.00 0.02 0.01 0.42
H 4.61600 0.97502 6.80270 0.01 0.00 0.04 0.39
H 5.31081 -1.06859 5.59244 0.03 -0.01 0.01 0.43
H 4.12855 -1.76568 3.55752 -0.02 0.03 -0.01 0.39
H 3.52228 0.41541 0.52453 0.01 0.02 0.02 0.57
H 4.96519 -0.77307 -1.07907 0.02 0.02 -0.02 0.41
H 4.99087 -3.24890 -1.13298 0.02 -0.02 -0.02 0.47
H 3.59736 -4.51910 0.46744 0.00 -0.01 0.00 0.46
H 2.19400 -3.33508 2.08542 -0.05 -0.04 0.06 0.45
O 1.31544 3.95824 -1.72782 -0.07 0.12 -0.05 -0.59
Cl 2.07150 2.76067 -1.40696 0.03 -0.42 0.16 1.09
O -0.98004 2.36282 -1.11157 0.27 -1.01 0.62 -0.79
O 1.79399 1.70310 -2.36015 0.04 0.05 0.02 -0.52
O 1.54413 2.28321 0.00140 0.31 0.43 -0.26 -0.70
F 1.50773 -6.45289 -5.29567 -0.08 -0.03 0.02 -0.27
C 2.50052 -5.58039 -5.04351 -0.05 0.10 0.06 0.82
F 2.94863 -5.14221 -6.23036 0.02 0.07 -0.06 -0.28
F 3.50316 -6.29641 -4.49462 0.06 -0.03 0.07 -0.26
C 2.05588 -4.45844 -4.14525 0.04 -0.10 -0.09 0.35
C 2.54627 -3.17416 -4.33554 -0.04 0.02 0.06 -0.94
C 2.16628 -2.16037 -3.47194 0.06 -0.05 -0.09 -0.21
C 1.29554 -2.42339 -2.41435 -0.04 0.26 0.09 0.41
C 0.80379 -3.71813 -2.23923 0.00 -0.06 -0.01 -0.20
C 1.18375 -4.73196 -3.09793 0.00 0.00 0.00 -1.06
C 0.92317 -1.36943 -1.52241 0.01 -0.32 0.11 -0.19
C 0.64358 -0.47287 -0.75277 0.02 -0.08 -0.12 0.62
H 3.21879 -2.96593 -5.15476 0.03 0.00 -0.04 0.47
H 2.54044 -1.15406 -3.60064 0.00 0.04 -0.01 0.65
H 0.12600 -3.91404 -1.41931 -0.02 0.00 0.01 0.46
H 0.80175 -5.73476 -2.96171 0.00 -0.02 0.00 0.44
O -0.61751 2.42287 1.94882 -0.35 0.45 0.19 -0.60
S -1.54744 3.59960 1.58330 0.31 -0.47 -0.08 0.65
C -0.53792 4.74469 0.64589 -0.05 0.07 -0.02 0.09
C 0.36937 5.41654 1.66250 -0.01 -0.06 -0.02 -0.55
C -0.55944 5.81910 2.80587 -0.02 -0.03 0.01 -0.62
C -1.45043 4.60329 3.09104 0.04 0.01 0.12 -0.90
H -1.24581 5.44344 0.19050 0.01 0.05 -0.02 0.63
H -0.06700 4.16118 -0.14236 0.00 0.17 0.12 -0.74
H 0.89309 6.26445 1.22338 -0.02 0.03 0.00 0.51
H 1.11964 4.69870 2.00015 0.01 -0.01 0.01 0.11
H -1.17776 6.66238 2.49174 -0.01 0.01 0.00 0.32
H -0.02789 6.12155 3.70765 0.03 0.00 0.00 0.38
H -2.45851 4.84892 3.41827 -0.01 0.05 0.02 0.42
H -1.00129 3.91287 3.80593 -0.02 0.05 0.02 0.23
```
Forces are in eV/Å.

Output
energy relative to the best compared isomer or geometry (same formula, charge and spin): 18.24 kcal per mole
spin multiplicity: 2
HOMO energy (spin up / spin down): -7.708 / -7.835 eV
HOMO-LUMO gap (spin up / spin down): 0.2507 / 0.2576 Eh

[3]
Entry from the OMol25 dataset: a structure of composition C7H13N at a distorted geometry (wB97M-V/def2-TZVPD).

```
21
Properties=species:S:1:pos:R:3:forces:R:3:mulliken_charge:R:1
C -0.57415 1.13861 0.49772 0.86 0.68 0.31 0.11
C -0.69771 -1.92796 1.10392 -0.13 0.05 0.01 -1.30
C -1.13614 1.80445 -0.71844 -0.02 -0.13 -0.14 -1.41
C 0.73086 1.41578 0.91848 -1.15 0.42 0.24 -0.75
C -0.72403 -1.10001 -0.14934 1.12 -0.22 -0.43 0.47
N -1.58785 -1.28950 -1.04785 -0.34 0.13 0.13 -0.79
H -1.28524 0.75880 1.21964 0.06 -0.26 -0.05 0.47
H -1.45517 -0.68885 -1.86306 0.17 -0.07 0.05 0.28
H 0.05742 -2.71065 0.99842 -0.03 0.03 -0.04 0.33
H -0.41344 -1.33277 1.97302 -0.01 0.01 0.00 0.32
H -1.67084 -2.39094 1.27117 0.04 -0.01 0.01 0.36
H -2.09213 1.37620 -1.01421 0.01 -0.01 0.02 0.41
H -0.44264 1.72489 -1.56111 0.01 0.00 0.04 0.33
H -1.29028 2.87063 -0.52940 0.04 -0.04 0.05 0.39
H 1.48948 0.49443 0.22895 0.13 -0.96 -0.63 0.07
H 1.21912 2.29106 0.49653 0.08 -0.17 -0.22 0.38
H 0.98162 1.23792 1.95937 0.04 -0.18 -0.06 0.30
C 1.88719 -0.52357 -0.56395 0.79 0.74 0.31 -0.71
C 2.84573 -0.99869 -1.13539 -0.30 0.01 0.12 -0.14
H 3.66997 -1.44323 -1.63730 0.04 -0.05 -0.06 0.41
H 0.48820 -0.70656 -0.44714 -1.42 0.03 0.35 0.45
```
Forces are in eV/Å.

Output
energy relative to the best compared isomer or geometry (same formula, charge and spin): 151.86 kcal per mole
HOMO energy: -8.325 eV
HOMO-LUMO gap: 0.3146 Eh